The following is a DFT calculation (ωB97M-V/def2-TZVPD) of a 3-piece molecular cluster, C14H29BCl4NO7PS overall.

The calculation puts the electronic energy at -3737.51612 Eh. For the gap between HOMO and LUMO, the calculation gives 8.5 eV. The calculation puts the HOMO energy at -8.340 eV.

Cartesian coordinates (Å):
1 C -2.898 0.998 1.437
2 C -1.837 -0.020 0.951
3 C -0.445 0.607 0.702
4 P 0.211 1.109 2.355
5 O 1.334 2.071 2.314
6 O -0.599 1.794 -0.114
7 S -1.055 1.590 -1.626
8 O -2.478 1.421 -1.676
9 O -0.507 2.677 -2.372
10 C -0.330 0.064 -2.234
11 C 0.024 -1.004 -1.169
12 C 0.974 -2.058 -1.749
13 C 0.980 -3.250 -0.841
14 O 1.770 -3.426 0.041
15 O -0.027 -4.143 -1.095
16 C 0.589 -0.346 0.084
17 B 2.066 0.304 -0.157
18 O 3.142 -0.458 0.213
19 N 2.315 1.596 -0.776
20 C 2.649 1.465 -2.221
21 C 3.388 2.337 -0.095
22 H -3.570 1.210 0.608
23 H -3.485 0.580 2.252
24 H -2.463 1.952 1.721
25 H -1.703 -0.809 1.701
26 H -2.233 -0.470 0.046
27 H 0.525 -0.138 2.938
28 H -0.861 1.577 3.125
29 H -1.122 -0.366 -2.838
30 H 0.502 0.274 -2.897
31 H -0.920 -1.502 -0.944
32 H 1.985 -1.682 -1.897
33 H 0.587 -2.379 -2.717
34 H -0.623 -4.194 -0.334
35 H 0.759 -1.129 0.836
36 H 2.902 -1.231 0.742
37 H 3.622 1.917 -2.410
38 H 1.926 2.026 -2.817
39 H 2.690 0.425 -2.556
40 H 3.198 2.394 0.974
41 H 4.376 1.885 -0.247
42 H 3.406 3.358 -0.479
43 Cl -3.309 -3.619 -3.581
44 C -2.422 -3.990 -5.083
45 C -1.006 -3.480 -5.034
46 Cl -0.950 -1.694 -5.052
47 H -2.974 -3.553 -5.912
48 H -2.417 -5.073 -5.195
49 H -0.452 -3.826 -5.905
50 H -0.500 -3.826 -4.135
51 Cl 0.386 0.981 6.060
52 C 0.142 2.594 6.780
53 C -1.298 3.035 6.722
54 Cl -1.841 3.371 5.057
55 H 0.795 3.289 6.258
56 H 0.458 2.526 7.820
57 H -1.417 3.959 7.285
58 H -1.959 2.281 7.140

Force components x, y, z for each atom (eV/Å):
0.04 -0.27 -0.49
0.01 0.35 0.47
-0.76 -0.37 0.03
0.44 0.99 0.11
0.19 -0.22 -0.03
0.28 -0.26 -0.12
-0.22 0.63 -0.95
0.03 -0.31 0.41
0.18 -0.07 0.29
-0.05 -0.77 0.40
-0.10 0.59 -0.23
-0.25 -0.27 -0.68
0.38 -0.11 0.17
0.00 0.11 0.33
-0.53 0.49 -0.23
0.37 0.00 0.33
-0.03 0.20 0.15
-0.24 0.07 0.43
0.67 -0.56 -0.32
-0.43 0.57 0.30
-0.03 0.19 0.06
-0.04 0.07 0.05
0.04 0.14 0.12
-0.04 0.00 0.18
0.00 -0.10 -0.09
0.14 -0.18 0.00
-0.23 -0.11 -0.14
-0.17 -0.29 -0.09
-0.12 0.26 -0.14
0.09 0.39 0.19
0.10 -0.16 0.13
0.03 0.04 0.19
0.00 0.07 -0.03
0.32 -0.40 0.07
-0.19 -0.10 -0.08
0.13 -0.11 -0.30
0.11 -0.17 0.00
-0.04 -0.14 -0.12
0.05 0.00 -0.09
-0.12 -0.04 -0.02
0.01 -0.01 -0.05
0.02 0.00 -0.03
-0.01 0.02 0.01
-0.02 -0.06 -0.03
0.05 -0.05 -0.01
0.05 -0.13 -0.15
-0.01 0.04 0.03
0.02 0.00 0.03
-0.05 0.03 -0.03
-0.02 0.04 0.03
-0.02 -0.04 -0.04
0.06 0.09 0.02
-0.03 0.00 0.07
-0.02 0.00 0.00
-0.02 -0.03 -0.06
-0.02 -0.03 0.00
0.03 0.01 -0.02
0.00 -0.02 -0.04


The following is a DFT calculation (ωB97M-V/def2-TZVPD) of a 9-piece molecular cluster, C14H29Cl16IN3 overall.

The calculation puts the electronic energy at -8375.67085 Eh. As for the net charge: +1. For the gap between HOMO and LUMO, the calculation gives 9.6 eV. The calculation puts the HOMO energy at -11.765 eV.

Cartesian coordinates (Å):
1 C 5.707 -1.080 -0.828
2 C 5.138 -1.651 -2.129
3 I 6.630 -2.802 -3.135
4 C 3.859 -2.482 -1.906
5 C 2.624 -1.599 -1.974
6 C 1.300 -2.118 -2.552
7 N 0.349 -1.040 -2.145
8 C 0.955 -0.426 -1.073
9 N 0.532 0.705 -0.556
10 N 2.039 -1.132 -0.659
11 H 5.023 -0.327 -0.410
12 H 5.852 -1.871 -0.085
13 H 6.676 -0.603 -0.991
14 H 4.913 -0.827 -2.810
15 H 3.926 -2.923 -0.907
16 H 3.783 -3.267 -2.660
17 H 2.835 -0.682 -2.547
18 H 1.279 -2.305 -3.627
19 H 0.991 -3.032 -2.032
20 H 0.081 -0.401 -2.883
21 H -0.328 1.124 -0.889
22 H 1.085 1.191 0.140
23 H 2.658 -0.694 0.018
24 C 2.297 -0.690 -5.610
25 Cl 0.702 0.001 -5.272
26 Cl 3.593 0.220 -4.826
27 H 2.309 -1.702 -5.224
28 H 2.468 -0.689 -6.679
29 C 2.221 -1.793 3.117
30 Cl 3.355 -0.628 2.394
31 Cl 1.515 -1.181 4.612
32 H 1.425 -1.987 2.407
33 H 2.774 -2.695 3.348
34 C 2.277 4.083 1.243
35 Cl 2.411 4.924 -0.298
36 Cl 2.861 2.404 1.136
37 H 2.883 4.589 1.984
38 H 1.236 4.052 1.541
39 C -2.392 -2.069 3.764
40 Cl -1.542 -1.518 2.307
41 Cl -3.783 -3.082 3.386
42 H -1.695 -2.643 4.362
43 H -2.741 -1.194 4.301
44 C -6.061 -0.715 1.167
45 Cl -7.771 -0.303 1.183
46 Cl -5.069 0.514 1.982
47 H -5.919 -1.662 1.673
48 H -5.720 -0.760 0.139
49 C -0.342 2.017 4.171
50 Cl -0.264 1.674 2.433
51 Cl 0.671 3.386 4.623
52 H -1.370 2.245 4.423
53 H 0.011 1.136 4.693
54 C -3.405 0.862 -1.098
55 Cl -4.589 0.128 -2.173
56 Cl -2.206 1.831 -1.998
57 H -3.913 1.520 -0.405
58 H -2.878 0.074 -0.570
59 C -8.222 3.437 0.887
60 Cl -9.751 4.115 1.449
61 Cl -7.719 4.101 -0.676
62 H -7.455 3.669 1.616
63 H -8.337 2.367 0.776

Force components x, y, z for each atom (eV/Å):
0.02 -0.11 -0.07
-0.09 0.31 0.28
0.03 -0.07 -0.02
0.03 0.31 0.21
-0.72 0.22 -0.11
-0.13 -0.43 0.27
1.16 0.34 0.55
-0.36 -0.41 -0.10
0.03 -0.45 0.02
0.12 0.73 -0.66
0.07 -0.09 -0.03
-0.05 0.08 -0.08
-0.18 0.04 -0.01
0.20 -0.27 0.02
-0.09 -0.36 -0.22
-0.07 -0.03 0.14
0.27 -0.28 0.13
-0.04 0.24 0.30
0.11 0.03 -0.16
-0.30 -0.07 -0.05
-0.04 0.05 -0.04
0.06 0.02 0.04
-0.10 -0.01 0.03
0.11 -0.08 0.04
-0.05 0.07 -0.17
0.00 0.13 -0.25
0.08 0.00 -0.10
-0.07 0.10 -0.02
-0.01 -0.05 -0.03
0.01 -0.09 0.08
0.00 -0.02 0.00
-0.03 0.05 0.00
0.03 0.01 0.01
-0.04 0.11 -0.09
-0.02 -0.03 0.03
0.15 0.07 0.03
0.04 -0.01 -0.01
0.00 -0.04 0.03
-0.05 -0.01 0.08
0.00 -0.09 -0.07
0.00 -0.01 -0.03
0.02 -0.02 -0.02
-0.01 0.03 -0.04
0.07 -0.02 -0.12
-0.03 -0.06 0.01
0.04 0.00 0.11
0.01 0.03 0.08
-0.10 -0.06 0.00
0.02 0.05 0.13
-0.14 0.06 -0.01
0.01 -0.01 -0.02
-0.01 0.03 -0.04
0.02 -0.01 -0.03
-0.04 -0.06 0.01
0.04 0.03 -0.01
-0.03 0.00 -0.02
0.00 0.06 -0.04
0.02 0.01 0.01
0.02 -0.01 0.04
0.01 0.00 -0.01
0.04 -0.01 -0.01
0.00 0.03 0.00
-0.03 0.00 -0.02


Q: Which value of electronic energy does entry 2 give?
A: -8375.67085 Eh


Q: What is the gap between HOMO and LUMO in the second record?
A: 9.6 eV


Q: Which of these has the highest gap between HOMO and LUMO?
A: C14H29Cl16IN3


Q: The lowest gap between HOMO and LUMO belongs to which entry?
A: C14H29BCl4NO7PS